No. 1
This record from OMol25 describes a cluster of 11 separate species, C25H57BN4O16S in total. The level of theory is the ωB97M-V functional and the def2-TZVPD basis.

Last column: Löwdin charge in e.
CARTESIAN COORDINATES (ANGSTROEM)
C 0.715 -2.059 3.050  -0.0654
C 1.965 -1.426 2.311  -0.3557
C 3.065 -2.553 2.152  -0.0738
C 1.617 -0.653 0.954  -0.0896
C 0.325 0.232 1.135  -0.0411
C -0.961 -0.160 0.435  -0.0809
N -0.921 -1.363 -0.451  0.1670
C -0.527 -0.875 -1.537  -0.2926
O -0.088 -0.376 -2.490  0.2030
C -2.243 0.555 0.556  -0.1153
O -3.405 0.094 -0.111  -0.0764
N -3.257 0.522 -1.458  0.0403
O -3.926 1.466 -1.638  0.1218
C -2.281 1.781 1.423  0.0710
C -1.008 2.198 2.092  0.0187
C 0.270 1.463 1.961  0.0465
B 1.581 2.020 2.719  -0.5099
O 1.649 1.934 4.150  0.1015
N 2.721 2.662 2.057  -0.0830
C 3.996 1.947 2.294  -0.0868
C 2.496 2.890 0.611  -0.0880
C -1.369 3.475 2.900  -0.4058
O -0.641 4.169 3.556  0.1461
N -2.796 3.773 2.760  -0.3077
S -3.740 3.624 4.238  0.8682
C -3.432 2.799 1.838  -0.3927
O -4.606 2.781 1.496  0.0760
H -0.237 -2.059 2.450  0.0761
H 0.876 -3.137 3.367  0.0774
H 0.567 -1.494 4.025  0.0828
H 2.407 -0.643 3.009  0.1170
H 2.863 -3.299 1.336  0.0877
H 3.076 -3.134 3.129  0.0869
H 4.064 -2.047 2.084  0.0577
H 2.502 0.003 0.680  0.0961
H 1.530 -1.389 0.097  0.1127
H 1.562 1.007 4.438  0.0917
H 4.840 2.679 2.084  0.1020
H 4.125 1.636 3.369  0.1055
H 4.165 1.046 1.636  0.0703
H 3.221 3.702 0.276  0.1015
H 2.761 1.984 -0.022  0.0901
H 1.471 3.299 0.372  0.1007
H -3.056 2.638 4.939  -0.0850
C -0.045 -4.814 0.261  -0.1635
O 0.017 -5.279 1.597  -0.1322
H -0.071 -3.727 0.273  0.0424
H 0.838 -5.145 -0.293  0.0775
H -0.950 -5.196 -0.219  0.0802
H 0.046 -6.242 1.565  0.0774
C 4.401 -2.027 -1.310  -0.1404
O 4.847 -1.347 -0.145  -0.1657
H 3.508 -1.529 -1.686  0.0705
H 5.179 -2.000 -2.077  0.0807
H 4.159 -3.065 -1.063  0.0785
H 5.638 -1.807 0.168  0.0398
C -0.671 -2.405 -5.562  -0.1631
O 0.561 -2.435 -4.854  -0.1301
H -0.685 -3.227 -6.277  0.0746
H -1.503 -2.522 -4.862  0.0765
H -0.764 -1.458 -6.097  0.0753
H 0.550 -1.701 -4.230  0.0360
C -5.993 -1.313 1.888  -0.1426
O -5.520 -0.022 2.242  -0.1278
H -6.809 -1.585 2.557  0.0807
H -6.360 -1.301 0.858  0.0593
H -5.184 -2.042 1.989  0.0788
H -4.807 0.213 1.648  0.0172
C 7.054 0.626 1.359  -0.1634
O 7.496 1.925 1.730  -0.1198
H 6.235 0.335 2.015  0.0644
H 6.702 0.638 0.325  0.0820
H 7.875 -0.089 1.467  0.0587
H 8.219 2.161 1.138  0.0789
C -6.264 3.784 -1.859  -0.1539
O -5.786 4.459 -0.705  -0.1358
H -7.136 4.315 -2.238  0.0810
H -5.488 3.770 -2.629  0.0734
H -6.547 2.761 -1.599  0.0655
H -5.012 3.967 -0.388  0.0449
C 0.761 -2.169 -8.915  -0.1680
O 1.819 -3.110 -8.799  -0.1225
H 0.920 -1.572 -9.812  0.0794
H -0.194 -2.696 -8.995  0.0758
H 0.754 -1.513 -8.041  0.0648
H 1.657 -3.625 -8.000  0.0701
C -4.320 6.970 0.675  -0.1654
O -4.262 6.503 2.009  -0.1349
H -4.318 8.060 0.680  0.0779
H -3.453 6.609 0.113  0.0763
H -5.242 6.610 0.216  0.0598
H -4.274 5.536 1.969  0.0275
C 8.146 -3.138 1.160  -0.1343
O 6.737 -3.285 1.319  -0.1340
H 8.411 -3.407 0.139  0.0862
H 8.434 -2.101 1.346  0.0541
H 8.668 -3.799 1.855  0.0824
H 6.526 -3.042 2.229  0.0830
C -7.497 -0.753 -2.013  -0.1648
O -8.184 -1.758 -1.281  -0.1313
H -6.801 -1.231 -2.702  0.0797
H -8.215 -0.156 -2.581  0.0781
H -6.940 -0.111 -1.324  0.0596
H -8.791 -1.307 -0.682  0.0780

Net charge: 0
Energy: -2832.35288 Eh
E_HOMO: -9.5393 eV
Multiplicity: 1
Frontier orbital gap: 7.985 eV

No. 2
This record from OMol25 describes a cluster of 4 separate species, C25H57BN7O5 in total. The level of theory is the ωB97M-V functional and the def2-TZVPD basis.

Last column: Löwdin charge in e.
CARTESIAN COORDINATES (ANGSTROEM)
C 6.978 3.423 0.310  -0.1336
O 6.521 2.963 -0.954  -0.2149
C 5.077 2.934 -1.016  -0.2133
C 4.509 1.474 -0.819  -0.1615
C 3.379 1.107 -1.853  -0.1923
C 1.934 1.467 -1.342  -0.2008
C 0.851 0.425 -1.801  -0.1929
C -0.623 0.956 -1.563  -0.1336
C -1.620 -0.178 -1.170  -0.2797
N -2.986 -0.004 -1.711  0.0956
C -3.700 1.045 -1.034  -0.2223
N -4.442 1.779 -1.810  0.1465
C -5.241 2.933 -1.361  -0.1161
C -6.758 2.567 -1.602  -0.1503
C -7.733 3.564 -0.868  -0.2668
N -8.904 2.856 -0.291  -0.0072
N -3.626 1.349 0.351  0.0883
B -4.723 0.697 1.143  -0.5019
C -5.177 1.451 2.507  0.0162
O -5.395 -0.497 0.761  0.1219
C -2.335 0.907 0.978  -0.0991
C -1.761 -0.413 0.380  -0.2786
C -0.439 -0.914 1.052  -0.0387
H 7.974 2.956 0.490  0.0896
H 6.320 3.120 1.161  0.0894
H 7.106 4.530 0.370  0.0903
H 4.814 3.360 -2.014  0.1209
H 4.730 3.609 -0.193  0.1131
H 5.392 0.801 -0.920  0.0951
H 4.172 1.397 0.240  0.1094
H 3.619 1.657 -2.790  0.1063
H 3.509 0.019 -2.069  0.1072
H 1.997 1.561 -0.232  0.1063
H 1.682 2.458 -1.798  0.1166
H 1.042 0.161 -2.863  0.1192
H 1.045 -0.496 -1.195  0.0976
H -0.523 1.763 -0.797  0.1039
H -0.913 1.482 -2.508  0.1242
H -1.209 -1.129 -1.591  0.1580
H -3.521 -0.871 -1.698  0.1504
H -4.475 1.555 -2.803  0.1838
H -5.023 3.764 -2.074  0.1433
H -5.038 3.250 -0.322  0.1244
H -6.987 1.515 -1.299  0.1078
H -7.028 2.628 -2.686  0.1207
H -7.200 4.094 -0.041  0.1061
H -8.133 4.335 -1.564  0.1143
H -8.598 1.975 0.138  0.0256
H -9.206 3.429 0.495  0.0525
H -6.182 1.144 2.855  0.0677
H -5.079 2.546 2.320  0.0711
H -4.396 1.218 3.280  0.0777
H -6.239 -0.219 0.374  0.1032
H -2.522 0.715 2.065  0.1346
H -1.635 1.770 0.946  0.1339
H -2.531 -1.212 0.521  0.1508
H 0.048 -1.603 0.317  0.0827
H -0.675 -1.558 1.931  0.0921
H 0.301 -0.118 1.275  0.0902
C 6.361 -1.865 -1.163  -0.3587
O 5.576 -1.676 -0.254  -0.0037
N 7.707 -1.871 -1.039  -0.1951
C 8.583 -2.104 -2.173  -0.0483
C 8.291 -1.638 0.270  -0.0425
H 6.022 -2.051 -2.195  0.1335
H 9.195 -2.988 -1.983  0.0748
H 9.232 -1.236 -2.310  0.0921
H 8.004 -2.262 -3.081  0.0880
H 7.934 -2.403 0.963  0.0883
H 7.973 -0.660 0.637  0.0891
H 9.377 -1.674 0.213  0.0897
C -9.867 1.486 2.476  -0.3533
O -9.174 0.736 1.809  -0.0182
N -10.989 1.134 3.135  -0.1916
C -11.758 2.091 3.908  -0.0480
C -11.439 -0.245 3.067  -0.0322
H -9.615 2.552 2.595  0.1277
H -11.801 1.762 4.949  0.0939
H -12.770 2.150 3.504  0.0947
H -11.300 3.079 3.866  0.0854
H -10.661 -0.901 3.462  0.0953
H -11.625 -0.515 2.026  0.0966
H -12.352 -0.373 3.646  0.0908
C 10.232 -6.822 -1.590  -0.3528
O 9.630 -6.391 -2.550  0.0133
N 9.935 -6.543 -0.297  -0.2032
C 10.699 -7.092 0.806  -0.0590
C 8.815 -5.666 -0.015  -0.0399
H 11.097 -7.496 -1.699  0.1323
H 10.038 -7.684 1.443  0.0896
H 11.129 -6.275 1.389  0.0890
H 11.503 -7.728 0.439  0.0840
H 7.904 -6.097 -0.433  0.0977
H 8.990 -4.697 -0.487  0.0671
H 8.697 -5.532 1.059  0.0886

Net charge: +1
Energy: -1770.89717 Eh
E_HOMO: -10.4473 eV
Multiplicity: 1
Frontier orbital gap: 7.450 eV